Entry 1:
Formula: C25H24AsBN8O8S3Tc
Source: the Open Molecules 2025 dataset
Level of theory: ωB97M-V/def2-TZVPD

Last column: Löwdin charge in e.
Geometry (Å):
H  1.11  -2.82  -1.59  0.117
H  -2.07  4.79  0.71  0.040
S  -0.32  0.39  -2.95  0.847
H  -2.20  -1.90  4.63  0.130
C  -2.90  0.69  -0.26  -0.380
H  1.44  -0.37  3.70  0.151
H  6.39  -0.93  -1.92  0.099
C  -0.91  3.46  3.98  -0.518
H  -3.88  4.31  -2.11  0.105
O  -2.70  2.04  0.04  -0.262
C  0.38  -3.19  -0.88  -0.106
C  -2.71  3.75  -5.24  -0.062
C  -1.23  2.79  -3.61  -0.366
S  -1.27  2.07  2.88  0.942
H  -4.81  -1.58  1.31  0.124
As  -1.58  3.17  -0.76  1.050
C  -0.98  -4.37  0.39  -0.064
H  -4.48  4.71  -4.48  0.104
O  -2.40  4.62  -0.18  -0.226
B  -2.02  -2.37  1.73  -0.492
H  -0.88  2.71  -5.71  0.125
C  -2.07  3.27  -2.60  -0.196
H  -1.55  -5.11  0.91  0.125
H  -1.06  3.16  5.02  0.070
H  0.90  4.56  4.47  0.082
H  3.99  -1.02  -1.30  0.113
H  -0.50  -0.03  5.55  0.114
O  -0.05  3.18  -0.21  -0.423
C  4.65  -0.29  -0.85  -0.022
N  -0.07  -1.01  2.36  -0.026
H  -2.95  3.95  -6.27  0.108
C  6.81  0.71  -0.59  -0.078
H  -2.74  0.50  -1.33  0.123
H  -1.61  4.26  3.73  0.077
O  4.53  2.45  1.59  0.060
C  -4.25  0.21  0.16  0.030
C  4.11  0.60  0.09  -0.076
C  -3.57  4.18  -4.23  -0.077
C  5.98  -0.24  -1.19  -0.090
H  6.92  2.34  0.81  0.118
C  -1.55  3.06  -4.93  -0.001
O  2.01  -0.53  0.04  -0.144
Tc  0.01  -0.34  0.43  1.496
N  -1.10  -1.73  2.80  -0.004
N  -1.98  -0.23  0.47  -0.068
C  -0.03  -4.49  -0.61  -0.044
C  -1.38  -1.40  4.12  -0.051
N  2.17  1.33  1.31  0.043
C  2.70  0.46  0.45  -0.376
C  6.30  1.60  0.33  -0.013
C  -0.54  -0.47  4.57  -0.040
C  -4.08  -0.91  0.87  -0.044
N  -1.11  -3.07  0.68  -0.021
S  1.48  2.32  3.95  0.957
O  -0.10  2.07  -3.34  -0.264
C  0.40  1.32  2.89  -0.865
N  0.87  1.10  1.49  -0.200
C  4.95  1.56  0.68  -0.261
N  -0.28  -2.34  -0.10  -0.088
H  7.86  0.75  -0.84  0.104
N  -2.73  -1.19  1.02  -0.003
C  -3.25  3.95  -2.91  -0.078
O  -1.73  0.14  -3.26  -0.427
H  0.68  4.22  2.73  0.081
H  3.57  2.29  1.78  0.050
H  0.32  -5.40  -1.08  0.097
H  -2.80  -3.15  2.20  0.119
H  -5.17  0.70  -0.12  0.116
C  0.39  -0.14  3.45  -0.336
O  -0.14  0.52  -1.45  -0.615
C  0.53  3.84  3.74  -0.508

Its maximum force is 3.08 eV/A. As for the expectation value of S²: 1.111. Its energy is -5543.0529 hartree. The spin multiplicity is 2.

***

Entry 2:
Formula: C5H4
Source: the Open Molecules 2025 dataset
Level of theory: ωB97M-V/def2-TZVPD

Last column: Löwdin charge in e.
Geometry (Å):
H  -1.95  -0.73  -0.97  0.071
C  -0.01  -0.51  0.07  -0.094
H  -2.08  -0.78  0.81  0.067
H  -1.79  0.75  -0.03  0.093
C  0.90  0.39  0.04  -0.165
C  2.00  1.08  0.01  -0.279
C  -1.54  -0.33  -0.04  -0.082
H  1.33  -1.50  0.12  0.314
C  3.15  1.62  -0.02  0.074

Its maximum force is 4.41 eV/A. The value obtained for the energy above the lowest of the compared OMol25 structures with the same formula, charge and spin is 111.62 kcal per mole. Its energy is -192.6163 hartree.

***

Molar mass for every record listed, in sequence, given in g mol⁻¹: 844.5; 64.1.